Record 1
{"formula": "C7H16O2", "method": "ωB97M-V/def2-TZVPD", "symbols": ["H", "H", "H", "C", "C", "O", "C", "H", "C", "H", "O", "H", "H", "H", "H", "H", "C", "H", "H", "H", "H", "C", "H", "H", "C"], "xyz": [[-1.83, 2.15, 0.27], [-2.82, -1.22, -1.00], [2.07, -1.61, -1.38], [0.74, 0.53, -0.25], [1.05, 1.70, 0.65], [0.83, 0.57, -1.47], [2.55, -1.42, -0.42], [3.06, -2.33, -0.09], [-1.46, 0.01, 0.14], [-0.09, -0.35, 0.33], [-1.87, -0.27, 1.45], [-1.54, 1.54, -1.38], [-1.48, -2.10, -0.28], [-1.18, -1.06, -1.68], [1.96, -0.61, 1.53], [0.63, 2.61, 0.22], [-1.76, -1.17, -0.76], [0.85, -1.79, 0.87], [2.13, 1.83, 0.71], [-2.26, 0.52, 1.85], [0.66, 1.54, 1.66], [-2.00, 1.31, -0.42], [-3.08, 1.24, -0.57], [3.31, -0.65, -0.58], [1.53, -0.98, 0.60]], "e_tot_ev": -11610.0333, "total_charge": 0, "spin_multiplicity": 1}



Record 2
{"formula": "C7H16P", "method": "ωB97M-V/def2-TZVPD", "symbols": ["H", "C", "H", "H", "H", "C", "H", "H", "H", "H", "H", "H", "H", "C", "C", "P", "H", "H", "H", "H", "H", "C", "C", "C"], "xyz": [[0.72, -0.25, -3.07], [1.78, 0.53, 0.49], [-0.59, 0.77, -2.19], [-2.15, 1.81, 0.79], [-0.07, -0.97, 2.25], [0.46, 0.38, -2.22], [1.60, -2.37, -1.55], [0.85, 1.52, -2.29], [2.26, 0.11, 1.47], [1.01, -2.93, -0.10], [2.49, 1.14, -0.14], [0.58, 1.47, 2.05], [-2.72, 0.26, 0.11], [-0.64, 0.30, 0.71], [0.56, 1.39, 0.98], [0.54, -0.42, -0.58], [-1.27, -1.68, 1.40], [0.39, 2.24, 0.27], [-1.67, 1.34, -0.90], [-1.58, -0.09, 2.57], [-0.38, -2.54, -1.10], [0.69, -2.25, -0.91], [-1.91, 0.89, 0.13], [-0.98, -0.67, 1.79]], "e_tot_ev": -16798.9370, "total_charge": 1, "spin_multiplicity": 1}



Record 3
{"formula": "C7H16S", "method": "ωB97M-V/def2-TZVPD", "symbols": ["H", "H", "H", "H", "C", "C", "C", "H", "C", "S", "C", "H", "C", "H", "H", "H", "H", "H", "C", "H", "H", "H", "H", "H"], "xyz": [[0.60, -0.53, -3.69], [1.17, 2.83, 1.66], [-1.85, 1.04, 0.48], [-0.44, -2.29, -3.09], [0.53, -0.17, 1.72], [-0.59, -1.19, 2.13], [-0.35, -2.38, -2.00], [-1.24, -1.99, -1.64], [1.28, 2.05, 0.94], [0.70, -1.04, -1.45], [0.70, 0.13, -2.86], [2.22, 1.59, 1.01], [0.16, 1.01, 1.23], [-0.14, -3.29, -1.54], [-1.14, -1.70, 1.30], [1.49, -0.65, 1.56], [-0.18, 0.78, -2.72], [1.16, 2.47, -0.08], [-1.22, 1.50, 1.24], [-1.33, 2.55, 1.05], [-1.89, 1.36, 2.18], [1.70, 0.51, -2.80], [-1.26, -0.51, 2.63], [-0.09, -2.05, 2.73]], "e_tot_ev": -18351.5720, "total_charge": 0, "smiles": "CC=C(C)C.CSC", "spin_multiplicity": 1}



Record 4
{"formula": "C7H16Sb", "method": "ωB97M-V/def2-TZVPD", "symbols": ["H", "C", "H", "Sb", "C", "H", "C", "H", "H", "H", "H", "H", "H", "C", "C", "H", "H", "H", "C", "H", "H", "C", "H", "H"], "xyz": [[-1.15, 3.18, 2.94], [0.51, -1.03, -2.13], [2.43, -0.15, -0.76], [-0.35, -1.10, 1.89], [-0.66, 1.01, 2.66], [-0.35, -1.17, -2.78], [1.86, 0.74, -0.99], [-1.60, -1.25, -0.62], [0.43, 1.03, -2.49], [0.48, -1.76, -1.33], [-0.17, -2.76, 1.27], [-2.32, -0.04, 0.39], [1.38, -1.17, -2.76], [0.50, 0.39, -1.61], [-0.87, 2.17, 2.96], [1.22, -0.67, 1.26], [-0.43, 1.52, -0.03], [0.33, -1.55, 3.45], [-1.37, -0.42, 0.03], [-1.95, -1.52, 2.54], [-1.46, 1.18, -1.37], [-0.70, 0.74, -0.72], [1.77, 1.34, -0.10], [2.45, 1.30, -1.71]], "e_tot_ev": -14050.4736, "total_charge": -1, "spin_multiplicity": 1}



Record 5
{"formula": "C7H17ClILaNO2P", "method": "ωB97M-V/def2-TZVPD", "symbols": ["H", "H", "H", "H", "H", "C", "C", "H", "H", "H", "H", "H", "H", "H", "H", "H", "P", "La", "C", "H", "C", "N", "C", "C", "H", "H", "Cl", "O", "I", "O", "C"], "xyz": [[-5.15, 1.12, 1.85], [3.88, -1.16, -2.13], [2.31, -1.85, -2.73], [3.63, -2.58, -0.08], [2.61, -0.05, -2.79], [-0.66, -1.56, -1.15], [2.57, -2.42, 0.17], [1.94, -3.20, -0.28], [4.41, -0.08, -0.20], [-0.18, -0.72, -2.00], [2.45, -2.41, 1.27], [-5.20, 1.66, 0.19], [-0.18, -2.45, -1.61], [-1.72, -1.54, -1.46], [-5.49, 2.77, 1.50], [-3.68, 3.72, 2.58], [2.12, -0.77, -0.54], [-0.38, 1.06, -0.44], [-4.90, 1.92, 1.18], [3.42, 0.19, 1.31], [-0.59, -1.89, 0.41], [-3.02, 3.18, 2.05], [2.80, -0.98, -2.24], [-3.43, 2.18, 1.17], [3.24, 1.32, -0.11], [-2.06, 3.43, 2.10], [0.96, 2.78, -1.76], [-2.50, 1.65, 0.48], [0.29, -0.71, 2.23], [-0.96, -2.90, 0.82], [3.44, 0.28, 0.21]], "e_tot_ev": -43877.4618, "total_charge": 2, "spin_multiplicity": 1}



Record 6
{"formula": "C7H17N", "method": "ωB97M-V/def2-TZVPD", "symbols": ["H", "C", "H", "H", "H", "C", "H", "H", "H", "H", "H", "C", "C", "H", "H", "H", "C", "H", "H", "N", "C", "H", "C", "H", "H"], "xyz": [[-0.45, -1.58, 1.73], [-1.14, 1.11, -0.32], [-0.71, 0.08, 2.24], [1.43, 1.11, -1.68], [1.59, -0.74, 0.74], [-0.57, -1.26, -0.96], [-1.99, -0.77, 1.40], [2.54, 1.41, 1.31], [-1.13, 1.86, 0.47], [0.13, -2.07, -0.76], [-0.36, -0.85, -1.95], [1.47, 1.36, 1.11], [-0.36, -0.14, 0.11], [-2.13, -2.33, -0.17], [-2.18, 0.86, -0.52], [-0.72, 1.55, -1.22], [1.16, 0.14, 0.25], [1.87, -0.60, -1.68], [-2.60, -1.15, -1.22], [-1.89, -1.86, -1.04], [1.88, 0.31, -1.09], [1.18, 2.28, 0.60], [-0.91, -0.64, 1.45], [2.92, 0.58, -0.90], [0.95, 1.33, 2.07]], "e_tot_ev": -9025.1579, "total_charge": 0, "smiles": "CC(C)C(C)(C)CN", "spin_multiplicity": 1}



Record 7
{"formula": "C7H17N2", "method": "ωB97M-V/def2-TZVPD", "symbols": ["H", "N", "N", "C", "H", "H", "C", "H", "H", "C", "C", "C", "H", "H", "H", "H", "H", "H", "H", "H", "H", "H", "H", "C", "C", "H"], "xyz": [[-0.37, 3.47, 0.07], [0.41, 0.19, 0.53], [2.81, -0.14, -0.23], [-0.51, -2.57, -0.83], [0.28, 2.52, -1.32], [0.46, -0.19, 1.51], [-1.40, -1.43, -0.40], [1.38, 0.19, 0.22], [-1.26, 1.59, 2.32], [-0.63, -0.08, -0.49], [-0.57, 2.48, -0.60], [-1.79, 1.47, 1.33], [-2.06, -1.35, -1.19], [-2.51, 2.27, 1.14], [-0.16, -0.01, -1.43], [4.41, -1.40, 0.45], [2.65, -0.64, -1.11], [0.39, -2.33, -0.35], [3.97, 0.07, 1.42], [-1.84, -1.68, 0.61], [-1.38, 2.75, -1.08], [-0.78, -3.59, -0.42], [-0.44, -2.71, -1.87], [3.73, -0.55, 0.50], [-0.79, 1.18, 0.22], [-2.42, 0.45, 1.36]], "e_tot_ev": -10505.6386, "total_charge": 1, "spin_multiplicity": 1}



Record 8
{"formula": "C7H17N2O3Si", "method": "ωB97M-V/def2-TZVPD", "symbols": ["H", "H", "O", "C", "H", "H", "C", "H", "O", "H", "H", "O", "C", "H", "H", "Si", "H", "N", "C", "H", "H", "C", "H", "H", "C", "H", "H", "H", "C", "N"], "xyz": [[2.67, 0.71, -0.92], [1.36, -0.21, 2.51], [-0.94, 1.55, -0.67], [0.88, 2.62, 1.07], [1.12, -1.71, 2.00], [-1.03, 0.50, 2.42], [-0.74, -0.42, 1.83], [-1.36, -1.34, 1.81], [1.09, 1.27, 0.64], [1.69, 1.30, -2.42], [0.49, -1.32, 3.52], [-2.65, 0.15, -1.08], [2.11, 0.30, -1.82], [-1.79, 1.34, -2.49], [1.84, 3.20, 1.17], [-0.08, 0.25, 0.02], [-2.76, 2.32, -1.31], [-1.94, -1.95, -0.90], [0.54, -0.88, 2.51], [0.31, 2.59, 2.05], [0.19, 2.96, 0.29], [-1.36, -3.06, -0.63], [-1.79, -4.07, -0.90], [2.72, -0.16, -2.53], [1.10, -0.71, -1.24], [0.55, -1.29, -2.00], [-0.25, -3.15, -0.22], [1.68, -1.38, -0.60], [-2.06, 1.32, -1.39], [-1.60, -0.74, -0.72]], "e_tot_ev": -24533.5098, "total_charge": -1, "spin_multiplicity": 1}



Record 9
{"formula": "C7H17N3Si", "method": "ωB97M-V/def2-TZVPD", "symbols": ["H", "C", "H", "C", "C", "C", "C", "H", "C", "N", "H", "Si", "H", "H", "H", "N", "H", "H", "C", "H", "N", "H", "H", "H", "H", "H", "H", "H"], "xyz": [[0.92, -1.23, 0.74], [3.11, 1.40, -0.86], [-0.02, 0.55, -2.67], [2.03, 0.66, -2.78], [0.86, 0.62, -0.67], [-2.03, -2.53, 1.80], [0.16, -0.94, 0.02], [-1.93, 0.31, 3.23], [-2.67, 0.22, -0.11], [3.11, 1.12, -2.21], [0.26, -1.72, -0.70], [-1.49, -0.80, 0.97], [-3.46, 0.63, 0.47], [-0.16, 0.34, 2.81], [-3.07, -0.37, -0.88], [0.90, 0.60, -2.13], [-3.04, -2.68, 1.57], [2.10, 0.31, -3.83], [-1.14, 0.42, 2.45], [-1.91, -2.61, 2.94], [2.05, 1.06, -0.13], [-0.03, 1.15, -0.36], [2.00, 1.48, 0.82], [-1.20, 1.41, 2.09], [-2.02, 1.13, -0.61], [4.12, 1.63, -0.42], [-1.43, -3.40, 1.23], [3.98, 1.24, -2.79]], "e_tot_ev": -19863.5268, "total_charge": 2, "smiles": "C[Si](C)(C)C[C@H]1NC=[NH+]C=[NH+]1", "spin_multiplicity": 1}



Record 10
{"formula": "C7H17NO", "method": "ωB97M-V/def2-TZVPD", "symbols": ["H", "H", "H", "H", "C", "H", "H", "C", "H", "H", "H", "H", "C", "C", "H", "N", "C", "H", "H", "H", "C", "H", "O", "H", "C", "H"], "xyz": [[-2.07, 0.18, -0.14], [-0.71, -2.89, 1.31], [0.49, 4.11, 0.35], [-0.68, 2.39, -1.84], [0.16, -3.01, -1.01], [-1.46, 2.35, -0.17], [1.11, 0.93, 0.10], [0.86, 3.13, 0.72], [-1.24, -1.16, 1.42], [0.19, -3.98, -0.42], [1.68, -1.45, 3.43], [-0.15, -0.82, -2.29], [0.69, 1.99, -0.23], [-0.85, 1.82, -0.88], [0.95, -1.13, 2.11], [-0.65, -1.88, 1.00], [-1.41, 0.42, -0.95], [0.38, 2.85, 1.72], [1.24, 2.11, -1.22], [1.24, -2.78, -1.18], [-0.38, -1.79, -0.37], [-0.27, -3.33, -1.90], [1.70, -0.78, 2.66], [1.89, 3.01, 0.96], [-0.60, -0.82, -1.24], [-2.11, 0.54, -1.94]], "e_tot_ev": -11069.0625, "total_charge": -1, "spin_multiplicity": 2}



Record 11
{"formula": "C7H17NO", "method": "ωB97M-V/def2-TZVPD", "symbols": ["H", "H", "H", "H", "H", "H", "C", "H", "H", "C", "H", "C", "H", "H", "H", "C", "H", "C", "H", "C", "H", "H", "C", "N", "O", "H"], "xyz": [[-2.07, 0.24, -2.49], [-0.39, 0.37, -0.06], [1.18, -0.53, -2.05], [2.01, 1.14, 2.64], [2.38, 0.00, 0.45], [2.15, 2.49, 0.45], [0.38, -0.92, -0.08], [1.54, 1.77, -1.05], [0.41, 2.30, 0.19], [-1.82, 0.33, -0.35], [-0.53, -1.48, 1.52], [1.41, 0.46, 0.67], [0.53, -2.16, -1.81], [1.39, -0.48, 2.61], [-3.47, -0.34, -1.56], [1.24, 0.51, 2.17], [-2.03, -1.34, -1.71], [1.08, -1.35, -1.34], [-2.26, -1.11, 0.88], [1.39, 1.84, 0.02], [0.26, 0.89, 2.44], [2.07, -1.73, -1.09], [-2.38, -0.31, -1.60], [-0.13, -1.84, 0.65], [-2.33, -0.13, 0.85], [-2.01, 1.41, -0.36]], "e_tot_ev": -11068.7008, "total_charge": 0, "spin_multiplicity": 1}



Record 12
{"formula": "C7H17NO", "method": "ωB97M-V/def2-TZVPD", "symbols": ["H", "C", "C", "H", "H", "H", "H", "C", "N", "C", "C", "H", "H", "H", "H", "C", "O", "H", "H", "H", "H", "H", "H", "H", "H", "C"], "xyz": [[-0.29, 1.82, 1.69], [1.67, 0.71, 0.28], [-0.84, 0.38, 0.17], [0.15, -2.39, 0.14], [1.72, 0.76, 1.37], [-0.59, 0.19, 2.33], [-2.94, -0.11, 0.10], [0.75, -1.59, 0.58], [-1.01, 1.53, -0.73], [-0.91, 0.93, 1.60], [-1.99, -0.63, 0.00], [1.43, 1.71, -0.11], [-1.96, -1.11, -0.97], [-1.24, 1.22, -1.66], [1.58, -1.13, -1.84], [0.69, -0.52, -1.66], [2.95, 0.31, -0.12], [-1.94, -1.40, 0.77], [1.80, -1.87, 0.50], [-1.78, 2.11, -0.40], [0.51, -1.51, 1.63], [-1.94, 1.21, 1.83], [0.79, 0.41, -2.21], [2.99, 0.33, -1.08], [-0.16, -1.07, -2.05], [0.55, -0.27, -0.15]], "e_tot_ev": -11072.5291, "total_charge": 0, "smiles": "CC(C)(N)C(C)(C)CO", "spin_multiplicity": 1}